{
  "formula": "C21H35BrN5O8",
  "method": "ωB97M-V/def2-TZVPD",
  "mol_weight_da": 565.442,
  "lumo_energy_ev": -2.224,
  "total_charge": 1,
  "multiplicity": 1,
  "orbital_gap_ha": 0.35538,
  "elements": ["C", "C", "O", "C", "C", "C", "N", "C", "N", "C", "C", "O", "Br", "N", "C", "N", "N", "H", "H", "H", "H", "H", "H", "H", "H", "H", "H", "H", "H", "H", "H", "H", "H", "H", "O", "C", "O", "C", "C", "C", "H", "H", "H", "H", "H", "H", "O", "C", "O", "C", "C", "C", "H", "H", "H", "H", "H", "H", "O", "C", "O", "C", "C", "C", "H", "H", "H", "H", "H", "H"],
  "coordinates": [[-0.586, 0.437, -4.465], [-1.846, 0.160, -3.692], [-2.404, -1.098, -3.991], [-1.628, -2.159, -3.554], [-1.658, -2.336, -2.048], [-0.562, -1.762, -1.280], [0.713, -1.790, -1.514], [1.293, -1.187, -0.499], [2.626, -1.070, -0.451], [3.426, -0.467, 0.569], [3.656, 1.038, 0.581], [4.248, 1.571, 1.491], [3.036, 2.070, -0.928], [0.405, -0.789, 0.419], [0.422, -0.169, 1.754], [0.582, 1.246, 1.717], [-0.797, -1.159, -0.130], [0.282, 0.361, -3.843], [-0.485, -0.325, -5.209], [-0.617, 1.388, -4.931], [-1.689, 0.273, -2.628], [-2.591, 0.872, -3.963], [-0.620, -2.106, -3.919], [-2.061, -3.032, -3.986], [-2.561, -1.905, -1.673], [-1.691, -3.382, -1.829], [3.096, -1.485, -1.226], [3.094, -0.750, 1.540], [4.413, -0.861, 0.478], [-0.533, -0.403, 2.167], [1.125, -0.661, 2.387], [-0.177, 1.661, 2.225], [1.400, 1.511, 2.238], [-1.695, -1.025, 0.300], [-2.740, -2.710, 1.873], [-2.508, -3.873, 1.689], [-1.945, -4.288, 0.541], [-1.835, -5.731, 0.511], [-1.876, -6.149, 1.979], [-2.768, -5.060, 2.594], [-2.679, -6.125, -0.056], [-0.912, -6.002, 0.007], [-2.241, -7.161, 2.122], [-0.876, -6.088, 2.408], [-3.829, -5.307, 2.536], [-2.508, -4.819, 3.619], [1.637, 4.312, -3.569], [2.633, 4.972, -3.579], [2.605, 6.315, -3.585], [3.943, 6.847, -3.679], [4.847, 5.730, -3.165], [4.068, 4.482, -3.592], [4.140, 7.098, -4.722], [3.995, 7.753, -3.084], [5.859, 5.783, -3.557], [4.904, 5.774, -2.077], [4.322, 4.164, -4.604], [4.171, 3.646, -2.908], [-0.090, 1.587, 5.952], [-1.163, 1.437, 5.461], [-1.378, 1.687, 4.134], [-2.780, 1.522, 3.817], [-3.333, 0.612, 4.910], [-2.461, 0.997, 6.110], [-3.247, 2.506, 3.814], [-2.865, 1.089, 2.822], [-4.400, 0.743, 5.069], [-3.158, -0.431, 4.648], [-2.868, 1.845, 6.662], [-2.279, 0.174, 6.792]]
}